Entry 1:
An isolated molecule of C3H5FN2S at a distorted geometry. Source: OMol25; level of theory: the ωB97M-V functional and the def2-TZVPD basis.

Structure (XYZ):
```
12
Properties=species:S:1:pos:R:3
S -1.95839 1.74876 -0.61113
F 2.54257 0.59956 -1.00816
N 1.35128 -1.51511 0.24937
N -0.71743 -0.40390 0.59973
C 1.14793 0.69586 -0.69604
C 0.63529 -0.46290 0.03387
C -1.77614 0.41000 0.37317
H 0.97230 1.61634 -0.13243
H 0.62433 0.78046 -1.64753
H 0.75947 -2.30018 0.61227
H -2.58377 0.00669 0.97057
H -0.99745 -1.17559 1.25631
```

relative energy (zero: lowest compared OMol25 entry of this formula, charge and spin)	0.767	eV
HOMO-LUMO gap	8.95	eV
DFT total energy	-19723.8582	eV
total charge	0
M	120.152	g/mol
structure (SMILES)	[H]/N=C(/CF)NC=S

These are the natural (NBO) partial charges, in e, on atoms 1 to 6: -0.128 -0.347 -0.601 -0.603 -0.024 0.396

---

Entry 2:
A structure of composition C19H13Br2Cl2NO6STi at a distorted geometry. Source: OMol25; level of theory: the ωB97M-V functional and the def2-TZVPD basis.

Structure (XYZ):
```
45
Properties=species:S:1:pos:R:3
Br 3.28584 -3.39196 -1.38438
Br 1.50293 -6.04415 3.27523
Ti -0.16574 -0.01182 -0.05622
Cl -0.67009 3.47537 -3.37376
Cl 0.69527 1.28427 -4.77145
S -1.92639 -1.34587 -1.07272
O -1.44276 1.21427 0.39253
O 2.05017 2.23864 -1.50307
O 1.60721 1.10744 1.01507
O 1.24571 -1.27590 -0.42323
O 0.21422 0.97486 -1.71898
O -2.95084 2.80035 0.69702
N -0.27433 -1.21410 1.74015
C -3.65775 0.84404 -0.45882
C -3.40814 -0.41780 -1.04935
C 2.15682 -3.42341 0.14843
C -1.07312 -2.20822 3.76679
C -4.51701 -1.03347 -1.69445
C -0.29373 -3.37356 3.59252
C -1.91969 0.02947 3.07877
C 1.40104 -4.51647 2.11959
C 0.53563 -3.45130 2.44966
C -4.94145 1.39967 -0.51376
C 1.31391 -2.33633 0.38371
C 0.50712 -2.34850 1.54698
C -2.64083 1.70952 0.25916
C 1.05064 1.82300 -2.08736
C -1.05116 -1.17829 2.86302
C -6.00086 0.76999 -1.13325
C -5.76719 -0.46842 -1.73599
C 0.79314 2.48933 -3.46743
C 2.20549 -4.51732 0.99867
H -6.98392 1.22616 -1.15074
H -1.38586 0.95701 2.87525
H -2.28084 0.04070 4.10835
H -6.57274 -0.99076 -2.24282
H 2.85993 -5.35005 0.78636
H -5.06882 2.36458 -0.04092
H -1.71497 -2.11133 4.63490
H 1.88621 1.62452 0.24009
H 1.60417 3.16056 -3.70080
H 2.19442 0.33487 0.98850
H -2.78771 0.01525 2.41482
H -4.33981 -1.99444 -2.16327
H -0.32420 -4.18362 4.30542
```

multiplicity	3
relative energy (zero: lowest compared OMol25 entry of this formula, charge and spin)	0.000	eV
HOMO-LUMO gap (spin up / spin down)	3.77 / 6.18	eV
DFT total energy	-232777.2259	eV
total charge	-2
M	661.962	g/mol

These are the natural (NBO) partial charges, in e, on atoms 1 to 6: -0.009 -0.054 1.388 -0.022 -0.035 -0.231

---

Entry 3:
An isolated molecule of C5H8N2. Source: OMol25; level of theory: the ωB97M-V functional and the def2-TZVPD basis.

Structure (XYZ):
```
15
Properties=species:S:1:pos:R:3
N -1.44368 -0.27638 0.17280
N 1.78017 -0.30706 -1.38847
C 1.58495 0.87996 -0.44548
C -2.79259 -0.78638 0.24380
C 2.30244 0.90703 0.88016
C 0.66478 -0.16080 -0.82324
C -0.67730 -0.72610 -0.73138
H -3.08807 -1.39403 -0.62421
H 2.43576 -0.10607 1.27223
H 3.28877 1.37289 0.78183
H -2.89928 -1.38433 1.15515
H 1.49245 1.84587 -0.94598
H -3.47176 0.06639 0.33807
H -0.96464 -1.49189 -1.46640
H 1.72492 1.48275 1.61267
```

relative energy (zero: lowest compared OMol25 entry of this formula, charge and spin)	2.573	eV
HOMO-LUMO gap	10.01	eV
DFT total energy	-8292.4229	eV
total charge	0
M	96.133	g/mol
structure (SMILES)	C/N=C/C1=N[C@@H]1C

These are the natural (NBO) partial charges, in e, on atoms 1 to 6: -0.327 -0.293 -0.118 -0.446 -0.633 0.176

---

Entry 4:
An isolated molecule of C5H8O2. Source: OMol25; level of theory: the ωB97M-V functional and the def2-TZVPD basis.

Structure (XYZ):
```
15
Properties=species:S:1:pos:R:3
O -1.01386 -0.70027 -1.49285
O 1.08172 -0.20102 2.56998
C -0.22012 -0.01506 -0.53382
C 0.49077 -0.93946 0.44616
C 0.14727 -0.01591 -1.95021
C -0.85800 1.20103 0.09387
C 1.43445 -0.14391 1.31466
H -0.04498 0.87062 -2.55452
H 1.08221 -1.67320 -0.11481
H 0.95732 -0.65409 -2.30257
H -0.28040 -1.49396 1.02236
H 0.27866 -0.75284 2.72867
H -0.09232 1.81207 0.58687
H -1.59641 0.89932 0.84680
H -1.36630 1.80669 -0.66059
```

relative energy (zero: lowest compared OMol25 entry of this formula, charge and spin)	3.902	eV
HOMO-LUMO gap	9.61	eV
DFT total energy	-9405.9306	eV
total charge	0
M	100.117	g/mol

These are the natural (NBO) partial charges, in e, on atoms 1 to 6: -0.492 -0.630 0.221 -0.586 -0.100 -0.638

---

Entry 5:
An isolated molecule of C4H6N2O2 at a distorted geometry. Source: OMol25; level of theory: the ωB97M-V functional and the def2-TZVPD basis.

Structure (XYZ):
```
14
Properties=species:S:1:pos:R:3
O 1.85956 -0.46950 -1.54050
O -0.90983 -1.37810 0.25864
N 0.50940 0.56483 -0.04989
N -0.33790 1.42392 0.66612
C 0.14005 2.56772 0.70402
C 0.73193 -1.23429 -1.45805
C -1.74553 -0.87976 1.29972
C 0.06986 -0.56015 -0.31325
H 1.28429 2.74362 0.32301
H -2.73272 -1.53692 1.56480
H 0.56593 -2.31510 -2.09308
H -0.96905 -0.96460 2.19005
H -2.12639 0.15223 1.19808
H 0.00161 3.41931 1.36379
```

relative energy (zero: lowest compared OMol25 entry of this formula, charge and spin)	7.145	eV
HOMO-LUMO gap	8.30	eV
DFT total energy	-11313.8964	eV
total charge	0
M	114.104	g/mol
structure (SMILES)	C=N/N=C(/C=O)OC

These are the natural (NBO) partial charges, in e, on atoms 1 to 6: -0.460 -0.510 -0.317 -0.309 -0.042 0.284

---

Entry 6:
An isolated molecule of C6H13N2O3PS at a distorted geometry. Source: OMol25; level of theory: the ωB97M-V functional and the def2-TZVPD basis.

Structure (XYZ):
```
26
Properties=species:S:1:pos:R:3
S -1.89641 -0.76276 -2.30359
P -0.31503 -0.80614 -1.22281
O 0.87348 -0.01288 -1.84626
O -0.57916 1.18809 2.24987
O -0.00731 3.31059 0.48107
N 0.53377 -2.21233 -1.01645
N -0.33846 -0.27505 0.52957
C 0.09250 -3.17513 -0.00995
C -0.88854 -1.36240 1.26778
C -0.25369 1.00608 1.10533
C 0.62211 4.30039 -0.28120
C 0.22149 2.02698 0.04922
C -0.03250 -2.56460 1.37323
H 1.48755 -1.95392 -0.87241
H 0.91785 -2.35904 1.77815
H 1.05668 5.12613 0.34871
H 1.34411 1.94195 -0.09732
H -0.82417 -3.62142 -0.45378
H 0.72397 -4.06552 -0.02408
H 0.01015 4.81694 -0.99114
H 0.44900 0.18772 -2.60738
H -1.83826 -1.66348 0.81380
H -1.12609 -0.86694 2.33561
H 1.39885 3.93993 -0.90852
H -0.26587 1.77524 -0.97092
H -0.51953 -3.31611 1.90879
```

relative energy (zero: lowest compared OMol25 entry of this formula, charge and spin)	0.000	eV
HOMO-LUMO gap	9.94	eV
DFT total energy	-35679.9996	eV
total charge	0
M	224.222	g/mol
structure (SMILES)	COCC(=O)N1CCCN[P@@]1(O)=S

These are the natural (NBO) partial charges, in e, on atoms 1 to 6: -0.524 1.843 -0.968 -0.562 -0.515 -0.976